C58H47F13NO4S2 | wB97M-V/def2-TZVPD

Geometry (Å):
S: 1.79556 2.93659 -5.15624
S: 2.35971 4.88236 -3.26381
F: 3.53729 -1.69671 -4.23408
F: 2.07424 0.45189 -4.61247
F: 4.72246 2.41620 -5.41743
F: -4.69226 -2.60963 1.71496
F: -2.81107 3.05790 2.09371
F: -5.61986 4.67470 6.62793
F: -8.67556 -0.02674 5.05599
F: 6.94978 -1.60381 1.02128
F: 2.67418 1.69337 -2.93660
F: 1.16818 -6.88640 -1.57156
F: 5.00485 1.21837 -3.61265
F: 5.41536 4.86568 -5.65669
F: -0.93204 -0.70079 2.15994
O: 2.35340 6.31797 -3.26198
O: 1.42573 4.22015 -2.39675
O: 2.16928 2.67573 -6.52735
O: 0.42137 2.69369 -4.81939
N: 2.33895 4.37955 -4.77195
C: 8.61721 -1.76048 2.66937
C: -7.37063 -1.86246 5.72981
C: -3.85242 2.46005 2.69920
C: 0.23748 2.65047 1.44407
C: 8.98048 -2.13016 3.95603
C: -4.10217 1.12995 2.42360
C: 3.76534 -3.70527 -0.67600
C: -1.29692 -8.12600 -4.60117
C: 4.21940 1.38630 -4.72023
C: -0.26839 -8.51916 -2.46063
C: 4.65175 -2.66934 -0.94210
C: 3.94837 4.44808 -2.73346
C: -4.32064 4.73438 6.98824
C: 0.54106 2.53690 0.09396
C: -0.15251 0.23334 0.13815
C: 3.62342 -2.35534 -3.06248
C: -5.70915 -2.50925 -0.40231
C: 6.74128 -2.89125 4.38307
C: 5.05487 4.14656 -2.38777
C: -4.63238 3.18873 3.57474
C: 0.35680 -7.29418 -2.57081
C: -0.44277 0.37434 1.47877
C: 2.80429 -4.06104 -1.61327
C: -1.10440 -8.93188 -3.48773
C: 2.73618 1.58982 -4.27788
C: 2.72827 -3.37749 -2.81823
C: -5.97466 1.22179 3.93762
C: 7.31251 -1.96282 2.26950
C: -2.47235 3.80930 8.16398
C: -2.21004 5.82622 6.88430
C: -3.33973 -1.48759 -1.44175
C: 8.04673 -2.69625 4.81280
C: -0.26568 1.56360 2.14888
C: -5.17194 0.51103 3.05313
C: -9.60901 -2.17550 4.87064
C: 0.33858 1.32776 -0.55859
C: -3.42080 -1.79639 -0.09175
C: 0.18016 -6.47261 -3.66467
C: 5.50299 5.87585 -9.61640
C: 6.66430 5.94793 -8.86037
C: -9.47313 -3.54597 5.03544
C: -1.67130 4.84620 7.70604
C: -8.55195 -1.36128 5.22156
C: 6.36305 -2.52023 3.10143
C: -7.25034 -3.23453 5.89406
C: -3.54621 5.77369 6.51557
C: -5.61754 -2.18926 -1.74956
C: 5.45054 5.19961 -6.95118
C: -5.70281 2.55944 4.19462
C: 4.28057 5.11433 -7.68176
C: -3.81136 3.74845 7.80754
C: 6.64397 5.61027 -7.51405
C: -4.60580 -2.30363 0.40003
C: -4.43610 -1.68085 -2.27102
C: 4.31601 5.46032 -9.02377
C: 4.58673 -1.98549 -2.14803
C: -8.29738 -4.07697 5.54749
C: -0.65334 -6.89937 -4.68759
H: 1.98525 -3.62049 -3.56585
H: 0.38807 3.59269 1.95402
H: 4.28148 0.45912 -5.29007
H: 6.01164 -3.33331 5.04789
H: 5.34975 -2.65486 2.74722
H: 3.82105 -4.23575 0.26591
H: 9.99745 -1.97321 4.28941
H: -5.37560 -0.53261 2.85238
H: -0.30815 -0.72126 -0.35004
H: 3.37404 4.77483 -7.19648
H: 7.59166 6.26729 -9.31849
H: -0.79906 -6.26929 -5.55436
H: -1.94853 -8.45315 -5.39998
H: -6.33282 -3.64507 6.29299
H: 8.33520 -2.98432 5.81465
H: -4.45496 2.95051 8.15206
H: 5.52186 6.14150 -10.66562
H: -1.60765 -9.88670 -3.41596
H: -3.46626 0.59782 1.72846
H: -4.39829 4.22793 3.76535
H: -6.80562 0.73373 4.42112
H: -0.62765 4.88818 7.98636
H: -3.98512 6.52101 5.86830
H: 6.04520 3.75796 -2.32849
H: -2.05319 3.04062 8.79906
H: -6.56362 -1.18857 5.98436
H: 2.11592 -4.86770 -1.40539
H: 3.40887 5.40298 -9.61080
H: -2.41771 -1.09044 -1.84470
H: 7.53489 5.66434 -6.90251
H: 0.56547 1.24383 -1.61253
H: 0.93168 3.37751 -0.46182
H: -0.09963 -9.13191 -1.58559
H: -6.61845 -2.91019 0.02528
H: -6.32419 3.11795 4.88007
H: -0.52099 1.63131 3.19841
H: -6.47474 -2.33628 -2.39302
H: 9.32825 -1.32251 1.98231
H: 5.26460 -1.17402 -2.37722
H: -1.58847 6.63504 6.52508
H: -10.51620 -1.73841 4.47620
H: 0.68597 -5.51849 -3.70865
H: -4.36968 -1.43233 -3.32144
H: -2.58101 -1.64440 0.57483
H: -8.19674 -5.14638 5.67388
H: 5.39543 -2.38603 -0.20900
H: -10.28894 -4.20069 4.76008

Summary:
Net charge ... -1
Molar mass ... 1133.1 g/mol
Highest occupied orbital energy ... -6.716 eV
Energy ... -127584.76188 eV
F_max ... 0.93 eV/Å

C5H8O | wB97M-V/def2-TZVPD

Geometry (Å):
O: 0.95466 -1.24132 1.19558
C: 1.03395 0.76427 -0.18087
C: -0.70030 -0.82671 -0.46516
C: 0.78873 -0.73158 -0.12763
C: -0.11082 1.43222 -0.04376
C: -1.28915 0.49159 0.06324
H: -2.17161 0.82686 -0.49067
H: -0.81865 -0.86920 -1.55261
H: 2.02896 1.20269 -0.22281
H: -0.20353 2.51300 0.02892
H: -1.58346 0.39040 1.11556
H: -1.14793 -1.72621 -0.03486
H: 1.79876 -0.91937 1.53462
H: 1.42038 -1.30666 -0.81956

Summary:
Relative energy (zero: lowest compared OMol25 entry of this formula, charge and spin) ... 17.9 kcal/mol
Molar mass ... 84.1 g/mol
Highest occupied orbital energy ... -9.538 eV
Energy ... -7361.48057 eV
F_max ... 0.36 eV/Å
SMILES string ... O[C@@H]1C=CCC1